# C5H7N

A cluster of 2 separate species, C5H7N in total at a distorted geometry (ωB97M-V/def2-TZVPD, OMol25).

Calculated values
Net charge   0
E_tot   -6782.4455 eV
Orbital gap   9.037 eV
ΔE to the lowest compared entry with this formula, charge and spin   6.0671 eV
Maximum force   0.1360 Eh/bohr
HOMO   -8.003 eV

```
13
Properties=species:S:1:pos:R:3:nbo_charge:R:1
C -3.4191 -0.4633 -0.2850 -0.1371
C -2.9260 0.5815 0.3674 -0.2065
C -1.9272 -0.3009 -0.2544 0.2005
C 2.0396 -0.5122 0.0832 -0.6475
C 0.6788 0.1406 0.3491 -0.1966
N -0.8670 -0.8446 -0.5166 -0.4575
H -4.1565 -0.8725 -0.7536 0.2000
H -3.0752 1.5812 0.5943 0.2152
H 2.9033 0.0411 0.7384 0.2160
H 1.9994 -1.5253 0.4899 0.2243
H 2.4040 -0.5010 -1.0151 0.2208
H 0.3718 1.1551 0.0869 0.1931
H 0.5425 -0.0285 1.3824 0.1754
```